{
  "formula": "C66H78ClIMoN9O3",
  "method": "wB97M-V/def2-TZVPD",
  "largest_force_ev_per_a": 1.7,
  "orbital_gap_ev": [5.3, 5.1],
  "total_charge": 1,
  "total_energy_ev": -111736.898,
  "spin_multiplicity": 3,
  "elements": ["Mo", "C", "C", "C", "C", "C", "C", "C", "C", "C", "C", "C", "C", "C", "C", "C", "C", "N", "C", "C", "C", "N", "C", "C", "C", "N", "C", "C", "C", "C", "C", "C", "C", "C", "C", "C", "C", "C", "N", "C", "C", "H", "H", "H", "H", "H", "H", "H", "H", "H", "H", "H", "H", "H", "H", "H", "H", "H", "H", "H", "H", "H", "H", "H", "H", "H", "H", "H", "H", "H", "H", "H", "H", "H", "H", "H", "H", "H", "H", "H", "H", "H", "H", "H", "H", "C", "C", "N", "C", "C", "C", "O", "C", "C", "N", "C", "C", "C", "C", "C", "C", "I", "C", "O", "H", "H", "H", "H", "H", "H", "H", "H", "H", "H", "H", "H", "C", "C", "C", "C", "C", "O", "C", "C", "C", "C", "C", "C", "Cl", "C", "C", "C", "N", "C", "N", "C", "N", "H", "H", "H", "H", "H", "H", "H", "H", "H", "H", "H", "H", "H", "H", "H", "H", "H", "H", "H", "H", "H", "H"],
  "positions_angstrom": [[0.75624, -0.52052, 0.92931], [5.22392, 2.55374, -2.86076], [4.14504, 1.60079, -3.39262], [3.66126, 0.64927, -2.34331], [4.02454, -0.65176, -2.13687], [4.99475, -1.47256, -2.92411], [6.41565, -1.39537, -2.34971], [3.32042, -1.07448, -0.96620], [3.52534, -2.29616, -0.38895], [3.01265, -2.74010, 0.80527], [3.35062, -3.98725, 1.37364], [4.27308, -5.01736, 0.80404], [5.69320, -4.90289, 1.37343], [2.65303, -4.06714, 2.56345], [1.92025, -2.87058, 2.66867], [0.90823, -2.73241, 3.71331], [-0.47357, -1.02804, 3.93009], [-0.14748, -0.04205, 2.88703], [-0.80294, 1.07803, 3.23535], [-0.75163, 2.30659, 2.62619], [0.01979, 2.62121, 1.53795], [0.83518, 1.78308, 0.84963], [1.33870, 2.59781, -0.16642], [2.16814, 2.23734, -1.16067], [2.73432, 0.96880, -1.30372], [2.50448, -0.07464, -0.47517], [0.81864, 3.94881, -0.07700], [-0.01775, 3.96211, 0.97973], [-0.86409, 5.08553, 1.48534], [-0.22565, 5.84308, 2.65620], [1.20974, 5.09289, -0.95189], [2.50730, 5.74817, -0.45546], [-1.67177, 0.88886, 4.37908], [-1.57386, -0.38175, 4.78224], [-2.42835, -0.86256, 5.92631], [-2.01371, -0.28663, 7.29068], [-2.51939, 1.97950, 4.95589], [-1.69681, 2.98502, 5.77436], [2.11648, -2.04537, 1.62333], [2.61977, -5.24923, 3.48678], [1.44504, -6.18498, 3.17065], [5.55903, 3.23206, -3.64611], [6.08759, 1.99262, -2.50430], [4.84205, 3.14673, -2.02848], [4.55412, 1.03068, -4.22835], [3.30567, 2.18249, -3.78216], [5.00611, -1.11087, -3.95365], [4.66900, -2.51450, -2.95482], [6.78500, -0.37047, -2.38081], [7.09706, -2.02103, -2.92647], [6.42958, -1.72745, -1.31084], [4.20361, -2.96803, -0.89818], [4.30699, -4.93262, -0.28312], [3.87340, -6.00863, 1.02897], [6.08989, -3.89885, 1.21952], [6.35668, -5.61687, 0.88518], [5.69595, -5.10568, 2.44442], [0.94684, -3.66647, 4.25596], [-1.35922, 3.09485, 3.03763], [2.44451, 2.99228, -1.88202], [-1.83866, 4.69851, 1.79293], [-1.04510, 5.78205, 0.66509], [0.03161, 5.16259, 3.46907], [-0.91445, 6.59658, 3.03850], [0.68545, 6.34861, 2.33697], [0.40937, 5.83446, -0.94738], [1.34113, 4.76228, -1.98309], [2.38369, 6.11470, 0.56328], [2.78092, 6.58951, -1.09201], [3.32653, 5.02803, -0.45797], [-2.48380, -1.93330, 5.97887], [-3.44551, -0.51989, 5.71693], [-0.94169, -0.37038, 7.45035], [-2.52526, -0.82299, 8.09062], [-2.28394, 0.76534, 7.37346], [-3.28351, 1.54076, 5.59706], [-3.04499, 2.50014, 4.15170], [-1.22250, 2.49364, 6.62347], [-2.33758, 3.78187, 6.15214], [-0.90606, 3.43548, 5.17451], [2.57344, -4.93172, 4.53058], [3.55266, -5.80214, 3.36990], [0.48434, -5.70771, 3.37465], [1.50917, -7.09476, 3.76922], [1.45914, -6.46616, 2.11575], [1.06171, -2.25760, -3.28366], [0.13962, -3.06308, -2.41126], [-0.47859, -4.08587, -2.96150], [-1.27701, -4.86418, -2.22026], [-1.48514, -4.67239, -0.87488], [-2.40357, -5.59444, -0.10827], [-1.75836, -6.27913, 0.95899], [-0.85547, -3.57116, -0.26054], [-0.94568, -3.36880, 1.15827], [-0.62305, -2.30121, 1.79679], [-0.55584, -2.43165, 3.23897], [-1.44985, -3.42506, 3.92861], [-1.25372, -3.80766, 5.19542], [-0.32161, -3.24805, 6.18886], [0.50969, -2.20636, 6.05048], [0.79348, -1.56884, 4.71777], [2.44038, -0.18598, 4.79277], [-0.04517, -2.73260, -1.04227], [0.54418, -1.68890, -0.52305], [0.62091, -2.14275, -4.27319], [2.00204, -2.79889, -3.40796], [1.29598, -1.28605, -2.84977], [-1.76411, -5.67587, -2.74953], [-2.86104, -6.29941, -0.80657], [-3.20608, -5.01763, 0.35466], [-1.15949, -6.94059, 0.59671], [-1.27877, -4.23641, 1.72459], [-2.27667, -3.85633, 3.37623], [-1.92654, -4.55951, 5.59207], [-0.41142, -3.68127, 7.17825], [1.07854, -1.86298, 6.90465], [-0.04860, 0.88818, -5.11343], [-0.81652, 2.21092, -4.97773], [-0.22579, 3.01993, -3.81861], [-0.59221, 3.00949, -6.27185], [-2.34408, 1.93203, -4.77038], [-2.87602, 1.33981, -5.95188], [-3.11061, 3.24768, -4.43798], [-4.64076, 3.25233, -4.72415], [-5.54668, 2.86361, -3.57732], [-5.64676, 3.68826, -2.46181], [-6.43681, 3.34361, -1.38035], [-7.13869, 2.14957, -1.40999], [-8.09168, 1.68464, -0.03528], [-7.09123, 1.32844, -2.52239], [-6.30308, 1.69752, -3.60479], [-2.60030, 0.77644, -3.77056], [-2.10575, 0.88580, -2.41302], [-1.19352, 0.10775, -1.82579], [-1.11890, 0.39101, -0.53655], [-2.03160, 1.39235, -0.39130], [-2.64807, 1.70577, -1.50053], [0.95103, 1.07939, -5.50745], [-0.56022, 0.21421, -5.80176], [0.06996, 0.39265, -4.14760], [0.84082, 3.16912, -4.00421], [-0.32538, 2.51051, -2.86053], [-0.69422, 4.00211, -3.73866], [0.46505, 3.26454, -6.35310], [-1.15225, 3.94534, -6.28999], [-0.84897, 2.42583, -7.15774], [-2.82579, 1.98228, -6.66718], [-2.67683, 4.02620, -5.06782], [-2.92963, 3.52561, -3.40001], [-4.83902, 2.61297, -5.58299], [-4.91324, 4.26965, -5.01248], [-5.09087, 4.61862, -2.43387], [-6.50265, 3.98898, -0.51438], [-7.66672, 0.41286, -2.54612], [-6.27455, 1.05894, -4.48074], [-2.16540, -0.12895, -4.18771], [-3.67659, 0.64159, -3.73135], [-0.63054, -0.64573, -2.34797], [-2.26275, 1.86623, 0.54587]],
  "atomic_forces_ev_per_a": [[-0.711, 1.070, 0.496], [-0.085, -0.045, -0.135], [0.130, 0.041, 0.182], [-0.110, 0.085, 0.017], [-0.129, -0.012, 0.057], [0.133, 0.098, 0.139], [-0.083, -0.044, -0.087], [0.190, -0.395, -0.274], [0.012, 0.262, -0.048], [0.037, -0.188, 0.088], [-0.189, 0.102, -0.084], [0.123, 0.134, 0.113], [-0.096, -0.047, -0.097], [0.086, 0.062, 0.091], [0.025, -0.077, 0.019], [0.048, 0.183, -0.194], [-0.206, -0.313, 0.221], [0.165, 0.117, 0.149], [0.317, -0.211, -0.242], [-0.073, 0.228, -0.145], [0.072, -0.342, 0.272], [-0.016, -0.141, 0.252], [0.487, -0.314, -0.521], [-0.429, 0.540, 0.259], [0.229, -0.761, -0.042], [-0.115, 0.387, 0.196], [-0.401, 0.270, 0.325], [0.144, 0.204, -0.460], [0.167, 0.036, 0.147], [-0.094, -0.033, -0.065], [0.161, 0.009, 0.128], [-0.080, -0.028, -0.094], [-0.115, -0.145, 0.160], [0.091, 0.164, -0.264], [0.129, 0.076, 0.136], [-0.103, -0.081, -0.079], [0.125, 0.067, 0.069], [-0.072, -0.007, -0.042], [0.088, 0.096, 0.221], [-0.159, 0.024, -0.155], [0.134, -0.026, 0.080], [0.011, 0.029, 0.037], [0.003, 0.015, 0.034], [0.043, 0.018, 0.015], [-0.065, 0.023, -0.050], [-0.012, -0.017, -0.084], [-0.033, -0.073, -0.028], [-0.016, 0.002, -0.058], [0.014, 0.001, 0.034], [0.020, 0.005, 0.029], [0.040, 0.004, 0.005], [-0.005, 0.014, -0.017], [-0.018, -0.066, -0.005], [-0.004, -0.014, -0.059], [0.018, 0.002, 0.003], [0.032, 0.002, 0.046], [0.036, 0.035, 0.012], [-0.037, -0.022, 0.005], [0.004, -0.029, 0.022], [0.003, -0.015, -0.011], [-0.030, 0.035, -0.069], [-0.066, -0.023, 0.008], [0.009, 0.022, 0.019], [0.033, 0.002, 0.039], [0.028, -0.024, 0.023], [-0.018, -0.029, -0.063], [-0.081, 0.011, -0.037], [0.028, -0.001, 0.009], [0.025, -0.012, 0.007], [0.028, 0.027, 0.016], [0.031, -0.301, -0.010], [-0.007, -0.092, -0.045], [0.076, -0.032, 0.034], [0.025, 0.011, 0.010], [0.043, -0.051, 0.019], [-0.046, 0.045, -0.083], [-0.031, -0.011, 0.011], [0.019, 0.022, -0.014], [0.020, 0.008, 0.011], [0.004, 0.014, 0.019], [0.058, -0.019, 0.015], [0.028, 0.005, 0.087], [-0.009, 0.001, -0.015], [-0.073, -0.005, -0.010], [-0.002, -0.009, -0.001], [-0.019, -0.087, 0.064], [0.134, 0.241, 0.008], [-0.027, -0.021, -0.001], [0.037, 0.019, -0.065], [-0.063, -0.014, 0.190], [0.039, 0.032, -0.090], [0.024, -0.014, 0.064], [0.325, 0.165, -0.788], [-0.167, 0.226, 0.492], [0.195, -0.171, -0.503], [0.126, 0.247, 0.524], [-0.016, 0.016, 0.030], [-0.215, -0.041, -0.079], [0.021, 0.204, 0.188], [-0.143, -0.143, 0.011], [0.282, 0.444, -0.360], [-0.279, -0.262, 0.194], [-0.603, -0.713, 0.400], [0.287, -0.784, -1.504], [-0.003, 0.026, 0.001], [0.028, 0.042, 0.005], [0.060, -0.006, -0.041], [-0.009, -0.019, 0.059], [-0.043, 0.023, 0.027], [-0.029, -0.056, 0.000], [-0.001, 0.035, -0.026], [-0.013, 0.023, -0.081], [-0.011, 0.016, 0.059], [-0.041, 0.033, -0.028], [0.035, 0.025, 0.005], [-0.061, 0.041, 0.023], [-0.050, 0.143, 0.056], [0.038, 0.004, -0.039], [-0.027, -0.012, -0.050], [-0.045, -0.056, 0.049], [0.136, 0.255, 0.266], [0.000, -0.108, -0.044], [-0.298, -0.360, -0.087], [0.209, -0.042, 0.136], [0.228, -0.101, -0.105], [0.058, 0.002, 0.033], [0.045, 0.020, 0.084], [0.012, -0.009, -0.071], [-0.047, -0.013, 0.031], [-0.029, -0.027, -0.020], [0.091, -0.021, 0.053], [-0.299, 0.253, -0.410], [0.288, -0.257, 0.097], [-0.120, -0.120, -0.100], [0.353, -0.019, 0.444], [-0.106, -0.067, 0.014], [-0.349, 0.332, 0.009], [0.025, -0.009, 0.034], [0.040, -0.033, -0.017], [0.063, 0.003, -0.111], [0.018, 0.017, 0.030], [0.026, 0.070, 0.039], [0.065, 0.010, 0.028], [0.007, 0.002, -0.019], [0.047, -0.006, -0.046], [0.021, 0.006, -0.013], [-0.021, -0.002, -0.027], [0.012, 0.024, 0.122], [0.033, 0.016, 0.044], [-0.089, 0.011, -0.026], [0.059, 0.006, -0.075], [0.010, 0.002, 0.008], [-0.019, -0.021, -0.012], [-0.001, 0.014, 0.021], [0.027, -0.002, 0.008], [-0.055, 0.003, -0.014], [-0.147, -0.091, 0.145], [-0.059, 0.097, 0.027], [0.048, 0.008, 0.036]],
  "mulliken_charge": [-1.71, -1.11, -0.97, 1.08, 1.52, -1.34, -1.15, -0.32, -1.18, -0.68, 0.97, -1.24, -1.26, 0.64, 0.23, -0.45, 0.26, 0.57, 0.41, -1.14, 0.31, 0.17, 0.25, -1.09, 0.01, 0.09, 0.77, 0.82, -1.21, -1.16, -0.68, -1.29, 0.80, 0.53, -1.82, -1.19, -1.71, -1.12, 0.37, -1.31, -0.86, 0.45, 0.25, 0.14, 0.48, -0.19, 0.61, 0.31, 0.22, 0.44, 0.22, 0.29, 0.46, 0.44, 0.28, 0.44, 0.33, 0.13, 0.33, 0.64, 0.36, 0.53, 0.22, 0.41, 0.29, 0.57, -0.20, 0.24, 0.46, 0.24, 0.32, 0.76, 0.33, 0.44, 0.24, 0.44, 0.53, 0.36, 0.37, 0.21, 0.46, 0.37, 0.09, 0.47, 0.24, -0.19, 0.51, -0.69, -1.20, 0.83, -0.94, -0.51, -0.49, -0.72, 0.24, 1.92, -0.62, -1.25, -0.89, -0.89, 0.08, 0.05, 0.67, 2.20, 0.30, 0.37, -0.73, 0.43, 0.46, 0.33, 0.31, 0.54, 0.65, 0.50, 0.43, 0.56, -2.35, 2.60, -1.70, -2.11, 1.95, -0.74, -0.90, -1.71, 0.35, -0.15, -0.89, 0.41, -0.23, -0.82, -0.09, -3.09, 1.20, -0.63, 0.90, -1.30, -0.69, 0.58, 0.38, 0.24, 0.60, 0.09, 0.41, 0.48, 0.30, 0.59, 0.61, 0.63, 0.61, 0.52, 0.37, 0.37, 0.42, 0.43, 0.43, 0.42, 0.42, 0.17, 0.83]
}